Entry 1:
{
  "formula": "F4NP",
  "method": "ωB97M-V/def2-TZVPD",
  "elements": ["F", "N", "F", "P", "F", "F"],
  "coordinates": [[1.88443, 0.10946, -0.02765], [0.40508, 0.46677, -0.43943], [0.45849, 0.60897, -1.77969], [-0.57484, -0.81721, 0.29573], [-1.91680, 0.06041, 0.13321], [-0.25636, -0.42839, 1.81782]],
  "forces_ev_per_a": [[-3.283, 0.258, -1.032], [3.497, 1.646, 1.470], [-0.214, -0.942, 0.317], [-1.089, -0.383, 0.734], [1.021, -0.588, -0.070], [0.068, 0.009, -1.420]],
  "mulliken_charge": [-0.274, 0.229, -0.115, 0.574, -0.218, -0.196],
  "e_above_lowest_kj_mol": 226.5,
  "gap_ev": 10.4,
  "e_homo_ha": -0.399,
  "spin_multiplicity": 1,
  "smiles": "FN(F)P(F)F"
}

Entry 2:
{
  "formula": "C5H9NO4S",
  "method": "ωB97M-V/def2-TZVPD",
  "elements": ["C", "C", "C", "N", "C", "O", "C", "H", "H", "H", "H", "H", "H", "H", "H", "H", "O", "S", "O", "O"],
  "coordinates": [[-0.92148, -0.63230, 2.74119], [-0.62908, -0.24801, 1.27986], [0.24635, -0.63867, 0.34436], [0.06951, 0.00066, -0.85090], [-0.02322, -0.81361, -2.05827], [-1.05433, 0.94938, -0.68225], [-1.55654, 0.85471, 0.63855], [-1.93077, -1.23642, 2.90134], [-0.97988, 0.35028, 3.30870], [-0.14752, -1.18037, 3.17865], [1.02721, -1.40561, 0.66542], [-0.16390, -0.23489, -2.95910], [1.06201, -1.19365, -2.30629], [-0.75151, -1.50006, -2.17917], [-2.62590, 0.51034, 0.74536], [-1.41415, 1.91484, 1.04198], [2.96392, -0.10638, -0.86515], [2.39701, 1.12555, -1.43638], [2.23759, 2.29214, -0.63959], [2.19469, 1.19205, -2.86832]],
  "forces_ev_per_a": [[-2.103, 1.304, -0.813], [-1.571, 1.142, 0.281], [-0.238, -1.652, 3.857], [0.522, 1.422, -1.981], [4.392, 1.916, -1.302], [0.528, -1.294, -1.064], [0.998, -0.447, 1.283], [2.010, 1.400, -0.587], [-0.197, -1.239, -0.460], [1.239, -1.012, 0.589], [-0.925, 1.203, -1.530], [-0.083, 1.135, 0.118], [-2.171, 0.136, 0.985], [-2.379, -2.826, 0.760], [0.810, 0.542, -0.534], [-0.362, -1.514, 0.071], [-0.755, 2.468, -1.052], [-0.117, -2.383, -0.204], [0.140, -0.248, -0.064], [0.261, -0.052, 1.646]],
  "mulliken_charge": [-1.364, 0.499, -0.344, 0.253, -1.038, -0.409, -0.260, 0.260, 0.297, 0.404, 0.267, 0.367, 0.276, 0.443, 0.221, 0.235, -0.459, 1.239, -0.439, -0.448],
  "e_above_lowest_kj_mol": 531.3,
  "gap_ev": 8.6,
  "e_homo_ha": -0.313,
  "spin_multiplicity": 1,
  "smiles": "CC1=CN(C)OC1.O=S(=O)=O"
}